Entry 1:
Computed, not measured: a molecular structure, C32H44BrCuN3P2S in a non-equilibrium geometry, with ωB97M-V/def2-TZVPD.

The geometry in ORCA input format:
```
! RIJCOSX wB97M-V def2-TZVPD def2/J DEFGRID3
* xyz 2 2
C -0.637 7.426 -6.298
C -0.814 6.041 -6.541
C -1.126 5.658 -7.869
C -1.240 6.647 -8.851
N -1.073 7.962 -8.621
C -0.777 8.324 -7.360
C -0.684 5.080 -5.501
C -0.573 4.250 -4.602
C -0.443 3.289 -3.561
C 0.623 3.363 -2.628
C 0.745 2.415 -1.608
C -0.183 1.355 -1.468
C -1.244 1.288 -2.401
C -1.376 2.229 -3.427
Cu 0.000 0.000 0.000
P 1.890 -0.906 -1.023
H -1.274 4.603 -8.117
H -0.395 7.780 -5.292
H -1.482 6.364 -9.885
H -0.642 9.400 -7.185
H -2.204 2.157 -4.141
H 1.350 4.177 -2.718
H -1.982 0.482 -2.326
H 1.580 2.502 -0.904
C 2.187 -2.568 -0.242
C 3.170 -3.547 -0.895
H 1.181 -3.023 -0.190
H 2.456 -2.334 0.804
H 3.412 -4.358 -0.185
H 2.736 -4.017 -1.795
H 4.117 -3.063 -1.184
C 1.786 -1.172 -2.860
C 2.859 -0.552 -3.763
H 0.788 -0.790 -3.141
H 1.723 -2.268 -2.998
H 2.600 -0.728 -4.822
H 2.923 0.540 -3.618
H 3.860 -0.977 -3.588
C 3.386 0.157 -0.721
C 4.776 -0.493 -0.751
H 3.197 0.591 0.276
H 3.310 0.984 -1.453
H 5.549 0.281 -0.598
H 4.884 -1.228 0.064
H 4.992 -1.000 -1.705
Br 0.232 -1.718 1.861
P -2.682 -3.594 -4.343
C -0.804 -3.641 -4.206
C -0.200 -5.044 -4.356
H -0.493 -3.171 -3.252
H -0.423 -2.991 -5.016
H 0.871 -4.987 -4.621
H -0.282 -5.628 -3.423
H -0.719 -5.612 -5.147
C -3.160 -3.263 -2.556
C -4.572 -3.734 -2.182
H -3.086 -2.166 -2.427
H -2.406 -3.717 -1.882
H -4.652 -3.911 -1.095
H -5.331 -2.982 -2.462
H -4.831 -4.679 -2.690
C -2.880 -1.837 -4.979
C -3.146 -1.765 -6.489
H -1.988 -1.239 -4.707
H -3.735 -1.404 -4.426
H -3.626 -0.808 -6.761
H -2.210 -1.840 -7.071
H -3.808 -2.587 -6.814
N -3.155 -0.092 0.263
C -2.523 0.632 1.299
N -1.178 0.795 1.379
C -0.834 1.417 2.532
C 0.472 1.697 2.930
C 0.675 2.328 4.169
C -0.422 2.668 4.989
C -1.733 2.381 4.577
C -1.907 1.759 3.345
S -3.347 1.280 2.624
H -4.176 -0.232 0.271
H -2.593 -0.563 -0.458
H 1.311 1.429 2.300
H 1.679 2.556 4.495
H -0.253 3.149 5.943
H -2.582 2.626 5.202
*
```

Results
⟨S²⟩ = 0.752
molar mass = 708.190 g mol⁻¹
E_HOMO (spin up / spin down) = -12.6 / -12.6 eV
energy relative to the best compared isomer or geometry (same formula, charge and spin) = 0.000 eV
electronic energy = -182445.442 eV

Here are the Löwdin charges for atoms 1 to 6, given in e: -0.008, -0.232, -0.016, -0.131, 0.068, -0.126



Entry 2:
Computed, not measured: a molecular structure, C32H44CrN7O12P3 in a non-equilibrium geometry, with ωB97M-V/def2-TZVPD.

The geometry in ORCA input format:
```
! RIJCOSX wB97M-V def2-TZVPD def2/J DEFGRID3
* xyz 1 4
Cr 0.067 -1.054 0.216
C 4.963 1.938 0.813
C 4.209 0.622 0.906
O 4.783 -0.316 1.828
P 4.232 -0.185 -0.741
O 5.748 -0.045 -1.239
O 4.099 -1.746 -0.493
O 3.251 0.386 -1.668
P 2.419 0.914 1.382
O 2.527 0.955 2.987
O 1.877 2.187 0.887
O 1.666 -0.408 1.093
H 6.002 1.757 0.542
H 4.921 2.474 1.764
H 4.497 2.571 0.056
H 5.121 0.175 2.585
H 5.821 0.542 -2.006
H 4.767 -2.092 0.120
H 2.677 0.082 3.377
C 1.324 -3.708 5.091
C 2.039 -3.195 4.019
C 1.382 -2.632 2.938
C -0.013 -2.584 2.926
C -0.735 -3.130 3.998
C -0.068 -3.679 5.071
N -0.699 -2.031 1.798
N -1.901 -2.346 1.736
C -2.526 -2.103 0.510
C -3.833 -2.504 0.328
C -4.407 -2.329 -0.921
C -3.662 -1.736 -1.926
C -2.350 -1.370 -1.666
N -1.787 -1.579 -0.480
H 1.845 -4.141 5.936
H 3.120 -3.244 4.019
H 1.942 -2.276 2.090
H -1.814 -3.112 3.975
H -0.633 -4.090 5.898
H -4.368 -2.946 1.158
H -5.425 -2.647 -1.105
H -4.081 -1.568 -2.909
H -1.717 -0.922 -2.419
O 0.522 -1.444 -1.899
C 0.827 -2.602 -1.518
O 0.782 -2.852 -0.258
C 1.114 -3.687 -2.488
C 1.448 -3.370 -3.799
C 1.590 -4.380 -4.733
C 1.379 -5.687 -4.335
C 1.061 -6.024 -3.032
C 0.940 -5.011 -2.097
N 1.479 -6.764 -5.346
O 1.095 -7.871 -5.023
O 1.939 -6.470 -6.431
H 1.591 -2.333 -4.073
H 1.845 -4.172 -5.762
H 0.905 -7.061 -2.773
H 0.699 -5.232 -1.067
O -0.775 0.682 0.615
P -1.314 2.035 0.188
N -0.393 2.855 -0.875
C 0.172 2.108 -2.024
C 1.041 3.153 -2.707
C 1.634 3.904 -1.510
C 0.467 4.011 -0.527
N -1.606 2.888 1.542
C -2.183 4.247 1.479
C -1.428 5.008 2.562
C -1.202 3.929 3.626
C -0.847 2.689 2.806
N -2.742 1.829 -0.635
C -3.225 2.728 -1.703
C -4.590 3.197 -1.213
C -5.136 1.948 -0.520
C -3.899 1.318 0.136
H -0.630 1.716 -2.658
H 0.793 1.275 -1.683
H 0.427 3.821 -3.316
H 1.801 2.695 -3.339
H 2.039 4.881 -1.769
H 2.420 3.295 -1.059
H -0.092 4.940 -0.677
H 0.809 3.960 0.505
H -3.251 4.206 1.718
H -2.072 4.682 0.483
H -1.994 5.860 2.936
H -0.470 5.364 2.177
H -2.129 3.763 4.179
H -0.413 4.182 4.331
H -1.159 1.763 3.290
H 0.221 2.628 2.611
H -3.335 2.162 -2.635
H -2.525 3.541 -1.875
H -5.229 3.540 -2.026
H -4.468 4.009 -0.493
H -5.547 1.262 -1.266
H -5.918 2.167 0.206
H -3.948 0.234 0.091
H -3.804 1.600 1.189
*
```

Results
⟨S²⟩ = 3.774
molar mass = 863.659 g mol⁻¹
E_HOMO (spin up / spin down) = -11.3 / -11.3 eV
energy relative to the best compared isomer or geometry (same formula, charge and spin) = 0.000 eV
electronic energy = -125190.218 eV

Here are the Löwdin charges for atoms 1 to 6, given in e: 0.950, -0.061, -0.570, -0.065, 0.450, -0.107



Entry 3:
Computed, not measured: 8 unconnected molecules or ions with the total composition C32H45BrN9 in a non-equilibrium geometry, with ωB97M-V/def2-TZVPD.

The geometry in ORCA input format:
```
! RIJCOSX wB97M-V def2-TZVPD def2/J DEFGRID3
* xyz -1 1
C -0.674 0.206 1.638
C -2.164 -0.211 1.782
C -3.079 0.710 0.978
Br -2.647 0.417 -1.020
C -4.484 0.634 1.258
N -4.834 1.431 2.412
N -5.026 -0.722 1.284
H -0.161 -0.046 2.567
H -0.184 -0.303 0.815
H -0.627 1.285 1.517
H -2.388 -0.173 2.848
H -2.216 -1.223 1.394
H -2.771 1.731 1.186
H -4.357 1.113 3.266
H -5.833 1.410 2.544
H -5.263 -1.072 0.370
H -4.464 -1.390 1.822
N 1.624 0.965 -1.163
C 2.781 0.609 -0.535
C 3.781 1.427 -0.994
C 3.199 2.316 -1.934
C 1.865 2.007 -2.013
H 0.726 0.529 -1.021
H 2.795 -0.193 0.182
H 4.814 1.391 -0.688
H 3.701 3.094 -2.488
H 1.069 2.440 -2.598
N -9.971 -0.668 4.912
C -8.982 -1.265 4.170
C -8.128 -0.286 3.739
C -8.615 0.950 4.246
C -9.749 0.683 4.965
H -10.738 -1.145 5.348
H -8.975 -2.330 4.013
H -7.249 -0.438 3.127
H -8.179 1.924 4.097
H -10.415 1.333 5.507
N 0.207 0.510 -4.725
C -0.850 -0.250 -5.131
C -0.829 -0.305 -6.500
C 0.291 0.454 -6.935
C 0.912 0.942 -5.814
H 0.433 0.719 -3.770
H -1.523 -0.686 -4.411
H -1.537 -0.830 -7.119
H 0.606 0.622 -7.952
H 1.789 1.555 -5.698
N -10.010 -5.442 7.627
C -10.560 -5.432 6.375
C -10.502 -4.148 5.902
C -9.888 -3.353 6.909
C -9.596 -4.180 7.959
H -9.924 -6.251 8.213
H -10.943 -6.334 5.930
H -10.858 -3.816 4.940
H -9.685 -2.297 6.866
H -9.130 -3.981 8.909
N 7.500 0.442 1.260
C 7.271 -0.672 2.022
C 7.103 -1.733 1.175
C 7.238 -1.240 -0.151
C 7.485 0.105 -0.064
H 7.653 1.367 1.618
H 7.248 -0.612 3.096
H 6.905 -2.750 1.471
H 7.159 -1.808 -1.063
H 7.649 0.847 -0.827
N 9.648 -2.438 -2.197
C 8.923 -3.226 -3.046
C 9.804 -3.922 -3.832
C 11.114 -3.540 -3.436
C 10.983 -2.626 -2.424
H 9.258 -1.816 -1.508
H 7.847 -3.225 -3.020
H 9.539 -4.625 -4.603
H 12.044 -3.896 -3.847
H 11.721 -2.095 -1.849
N 3.471 5.709 -4.316
C 4.494 5.148 -5.030
C 5.327 6.158 -5.434
C 4.786 7.375 -4.940
C 3.643 7.064 -4.252
H 2.710 5.202 -3.901
H 4.540 4.084 -5.188
H 6.224 6.037 -6.018
H 5.190 8.365 -5.073
H 2.940 7.687 -3.727
*
```

Results
molar mass = 635.679 g mol⁻¹
E_HOMO = -1.8 eV
electronic energy = -117364.812 eV

Here are the Löwdin charges for atoms 1 to 6, given in e: -0.151, -0.318, -0.697, 0.405, -0.594, -0.014



Entry 4:
Computed, not measured: 9 unconnected molecules or ions with the total composition C32H45F18NO18 in a non-equilibrium geometry, with ωB97M-V/def2-TZVPD.

The geometry in ORCA input format:
```
! RIJCOSX wB97M-V def2-TZVPD def2/J DEFGRID3
* xyz 0 1
C 0.705 0.169 -7.244
C -0.681 0.556 -6.738
O -0.892 -0.037 -5.450
C -2.040 0.239 -4.858
O -2.911 0.929 -5.286
C -2.108 -0.308 -3.426
F -0.950 -0.846 -3.025
F -2.423 0.681 -2.588
F -3.053 -1.257 -3.336
H 0.659 -0.656 -7.956
H 1.411 -0.158 -6.479
H 1.177 1.017 -7.740
H -1.458 0.223 -7.421
H -0.687 1.640 -6.626
C 5.727 0.732 3.436
C 5.143 1.206 4.753
O 3.805 0.737 4.908
C 2.812 1.509 4.519
O 2.933 2.588 4.020
C 1.430 0.824 4.691
F 1.033 0.313 3.532
F 1.488 -0.132 5.616
F 0.540 1.726 5.095
H 5.628 -0.333 3.212
H 6.812 0.854 3.400
H 5.258 1.269 2.610
H 5.123 2.296 4.751
H 5.733 0.859 5.597
C 5.693 0.406 -2.271
C 6.189 0.163 -0.858
O 5.113 0.088 0.083
C 4.398 -1.025 0.103
O 4.591 -1.978 -0.585
C 3.201 -0.913 1.056
F 2.724 0.344 1.070
F 2.217 -1.705 0.662
F 3.572 -1.243 2.298
H 5.100 -0.412 -2.669
H 6.568 0.592 -2.893
H 5.062 1.296 -2.249
H 6.850 0.935 -0.472
H 6.761 -0.770 -0.834
C -5.300 -3.680 6.559
C -5.238 -3.274 5.095
O -3.910 -2.882 4.713
C -3.482 -1.659 4.995
O -4.057 -0.799 5.584
C -2.034 -1.453 4.511
F -1.550 -2.446 3.783
F -1.970 -0.299 3.836
F -1.231 -1.317 5.586
H -4.661 -4.549 6.724
H -6.344 -3.877 6.797
H -4.919 -2.908 7.226
H -5.994 -2.506 4.918
H -5.442 -4.099 4.418
C 2.293 4.097 1.001
C 1.330 4.281 -0.161
O 1.104 3.030 -0.802
C 1.928 2.620 -1.736
O 2.791 3.257 -2.266
C 1.521 1.202 -2.204
F 0.919 1.325 -3.397
F 2.635 0.482 -2.403
F 0.728 0.631 -1.316
H 1.887 3.297 1.621
H 2.345 5.001 1.608
H 3.313 3.865 0.698
H 1.708 5.016 -0.873
H 0.357 4.658 0.143
C -4.856 -1.341 0.306
C -4.732 -1.861 1.734
O -5.014 -3.268 1.803
C -4.063 -4.186 1.750
O -2.905 -3.930 1.636
C -4.599 -5.606 1.966
F -3.901 -6.185 2.934
F -5.882 -5.627 2.292
F -4.442 -6.318 0.854
H -5.564 -1.923 -0.284
H -3.890 -1.375 -0.197
H -5.217 -0.315 0.342
H -5.455 -1.393 2.397
H -3.740 -1.579 2.085
C 1.626 -2.142 -3.847
O 1.414 -2.575 -2.512
C 0.347 -3.319 -2.248
O -0.438 -3.809 -3.014
O 0.319 -3.455 -0.929
C -0.764 -4.164 -0.323
H 0.797 -1.559 -4.233
H 1.772 -2.997 -4.510
H 2.534 -1.547 -3.853
H -1.714 -3.658 -0.480
H -0.582 -4.181 0.744
H -0.796 -5.148 -0.791
C 1.190 6.347 -3.928
O 0.474 5.428 -3.115
C -0.856 5.517 -3.099
O -1.560 6.150 -3.824
O -1.259 4.743 -2.094
C -2.644 4.473 -1.977
H 0.480 6.909 -4.540
H 1.765 5.774 -4.655
H 1.813 7.026 -3.355
H -2.806 4.064 -0.984
H -2.975 3.739 -2.716
H -3.265 5.360 -2.112
C -1.076 -0.691 0.681
C -1.693 0.622 0.489
N -2.170 1.649 0.323
H -0.137 -0.531 1.211
H -0.853 -1.164 -0.274
H -1.661 -1.388 1.279
*
```

Results
molar mass = 1073.665 g mol⁻¹
E_HOMO = -10.6 eV
SMILES string = CCOC(=O)C(F)(F)F.CCOC(=O)C(F)(F)F.CCOC(=O)C(F)(F)F.CCOC(=O)C(F)(F)F.CCOC(=O)C(F)(F)F.CCOC(=O)C(F)(F)F.COC(=O)OC.COC(=O)OC.CC#N
electronic energy = -121175.698 eV

Here are the Löwdin charges for atoms 1 to 6, given in e: -0.051, -0.180, 0.019, -0.402, 0.182, -0.525



Entry 5:
Computed, not measured: a molecular structure, C32H45N3O2SbSiTi in a non-equilibrium geometry, with ωB97M-V/def2-TZVPD.

The geometry in ORCA input format:
```
! RIJCOSX wB97M-V def2-TZVPD def2/J DEFGRID3
* xyz 1 1
Ti -0.596 -0.003 -1.055
C 2.566 0.074 -0.814
N 1.631 -0.335 -1.909
C 1.989 0.461 -3.173
C 0.972 0.444 -4.272
C -0.435 0.963 -3.967
N -0.732 0.986 -2.580
C -1.444 2.005 -1.952
C -0.769 3.026 -1.215
C -0.815 4.335 -1.627
C 0.121 5.250 -1.159
C 1.073 4.852 -0.244
C 1.163 3.507 0.209
C 0.153 2.660 -0.166
O 0.147 1.307 0.442
C 2.024 -1.761 -2.075
C 1.083 -2.505 -3.025
C -0.229 -2.912 -2.357
N -1.154 -1.844 -1.919
C -2.429 -1.950 -2.291
C -3.529 -1.540 -1.506
C -4.828 -2.090 -1.801
C -5.860 -1.874 -0.933
C -5.689 -1.172 0.270
C -4.523 -0.538 0.512
C -3.432 -0.670 -0.358
O -2.282 -0.065 -0.043
H 3.578 -0.071 -1.149
H 2.344 -0.625 0.007
H 2.425 1.126 -0.544
H 3.031 0.101 -3.433
H 2.117 1.524 -2.867
H 0.852 -0.510 -4.769
H 1.348 1.025 -5.125
H -1.198 0.403 -4.564
H -0.488 1.987 -4.361
H -2.492 2.122 -2.213
H -1.518 4.678 -2.380
H 0.116 6.252 -1.507
H 1.735 5.547 0.173
H 1.994 3.161 0.868
H 2.049 -2.228 -1.071
H 3.040 -1.817 -2.472
H 1.504 -3.412 -3.402
H 0.901 -1.944 -3.944
H 0.009 -3.501 -1.492
H -0.694 -3.526 -3.114
H -2.703 -2.473 -3.220
H -4.999 -2.615 -2.732
H -6.871 -2.241 -1.142
H -6.535 -1.174 1.024
H -4.327 0.087 1.367
C 2.013 0.659 2.639
Si 0.208 1.020 2.167
C -0.912 -0.417 2.660
C -0.266 2.489 3.167
C 0.476 2.960 4.285
C 0.053 4.187 4.737
C -1.154 4.787 4.340
C -1.916 4.239 3.320
C -1.443 3.092 2.712
H 2.090 0.198 3.618
H 2.569 1.611 2.647
H 2.485 0.014 1.835
H -0.501 -0.796 3.632
H -0.894 -1.146 1.903
H -1.958 -0.172 2.734
H 1.357 2.422 4.633
H 0.598 4.732 5.505
H -1.418 5.738 4.771
H -2.852 4.664 3.064
H -2.008 2.641 1.891
C 3.838 -3.074 2.430
Sb 2.051 -3.500 1.335
C 3.014 -5.194 0.332
C 0.907 -4.444 2.966
H 4.306 -3.959 2.821
H 3.651 -2.401 3.240
H 4.550 -2.589 1.810
H 3.893 -5.645 0.848
H 3.402 -4.748 -0.646
H 2.266 -6.014 0.146
H 1.543 -4.602 3.862
H 0.596 -5.433 2.554
H 0.061 -3.805 3.114
*
```

Results
molar mass = 701.444 g mol⁻¹
E_HOMO (spin up / spin down) = -9.7 / -9.9 eV
electronic energy = -80004.631 eV

Here are the Löwdin charges for atoms 1 to 6, given in e: 1.063, -0.081, -0.231, -0.136, -0.176, -0.193